# 1
Molecular formula: C4H8CuO
Method: DFT, the ωB97M-V functional and the def2-TZVPD basis

Properties
Net charge ... +1
HOMO ... -13.97 eV
Multiplicity ... 1
Kohn-Sham gap ... 8.15 eV
Energy relative to the best compared isomer or geometry (same formula, charge and spin) ... 141.6 kJ/mol
LUMO level ... -5.819 eV
E ... -50953.8486 eV

Structure (XYZ):
```
14
Properties=species:S:1:pos:R:3:forces:R:3
H 0.791 1.622 -0.728 2.122 -0.143 3.280
C 0.845 0.220 -1.692 1.845 -0.202 0.966
C 1.791 -0.999 -1.575 0.819 0.092 0.241
C 1.523 -0.348 -0.294 -3.087 -0.085 -0.631
C 2.274 0.716 0.455 0.483 -0.736 -0.704
O 1.496 1.893 0.385 -2.227 1.179 -1.736
Cu 1.308 3.695 1.706 0.189 -1.329 -0.931
H -0.131 -0.023 -2.113 0.246 0.577 0.454
H 1.528 1.002 -2.037 -0.840 0.112 -0.974
H 2.790 -0.842 -1.987 -0.365 -0.266 -0.078
H 1.328 -1.966 -1.765 0.263 0.250 0.089
H 0.710 -0.778 0.299 0.436 -0.175 -0.107
H 3.248 0.853 -0.048 -0.099 0.157 0.562
H 2.368 0.333 1.490 0.217 0.569 -0.432
```
Positions in Å, forces in eV/Å.

Mulliken atomic charge list, values in e, 5 entries: H 0.454; C -0.921; C -0.496; C -0.016; C -0.450

# 2
Molecular formula: C4H8F2P
Method: DFT, the ωB97M-V functional and the def2-TZVPD basis

Properties
Net charge ... +1
HOMO ... -13.15 eV
Multiplicity ... 1
Kohn-Sham gap ... 5.29 eV
Energy relative to the best compared isomer or geometry (same formula, charge and spin) ... 191.0 kJ/mol
LUMO level ... -7.860 eV
E ... -18991.8854 eV

Structure (XYZ):
```
15
Properties=species:S:1:pos:R:3:forces:R:3
C 3.841 0.027 -0.467 -2.982 -2.954 -0.534
C 2.767 0.749 -0.223 -1.620 2.030 1.084
C -2.289 -0.663 -0.125 -1.852 -0.054 1.866
C -3.574 -0.679 0.547 0.868 2.391 -1.441
F 0.835 0.591 1.463 -0.231 -0.157 0.611
F 0.180 1.339 -0.625 -0.166 0.394 -0.558
P 1.007 0.114 -0.040 2.216 -0.046 0.045
H 4.773 0.400 -0.612 2.655 1.179 0.028
H 3.712 -1.074 -0.653 0.262 1.120 0.100
H 2.835 1.854 0.090 -0.030 -1.591 -0.791
H -2.227 0.045 -0.931 -0.638 0.924 -0.983
H -1.643 0.076 0.464 -0.206 -0.931 0.110
H -1.913 -1.595 -0.466 0.721 -0.695 0.296
H -4.232 -1.477 0.816 0.281 -1.131 0.125
H -4.074 0.293 0.763 0.723 -0.481 0.042
```
Positions in Å, forces in eV/Å.

Mulliken atomic charge list, values in e, 5 entries: C -0.470; C -0.133; C -0.669; C -0.064; F -0.245